ORCA calculation (ωB97M-V/def2-TZVPD) on a molecular structure, C27H42BIrN9OS3Se.

ΔE to the lowest compared entry with this formula, charge and spin (eV): 2.622
Max |F| (eV/A): 2.4
LUMO energy (alpha / beta) (eV): -7.62 / -7.65
HOMO-LUMO gap (alpha / beta) (eV): 5.83 / 5.63

Structure (ORCA input):
```
! wB97M-V def2-TZVPD RIJCOSX def2/J DEFGRID3
* xyz 2 2
Ir -0.6823 0.5011 0.6255
C 3.5009 -1.1295 2.9777
C 4.3469 -1.1718 1.7113
C 5.1923 -2.4521 1.7002
C 5.2664 0.0559 1.7017
N 3.5302 -1.1320 0.4751
C 4.1558 -1.0348 -0.7381
C 3.2038 -0.9826 -1.6972
N 1.9811 -1.0561 -1.0957
B 0.7092 -1.1448 -1.9763
N -0.1597 -2.3284 -1.4680
C 0.3194 -3.5931 -1.6775
C -0.5322 -4.4715 -1.1042
N -1.5548 -3.7622 -0.5342
C -1.3055 -2.4538 -0.7658
S -2.3016 -1.1143 -0.3829
C -2.6164 -4.4697 0.2194
C -3.2500 -5.4900 -0.7331
C -1.9415 -5.1461 1.4180
C -3.6958 -3.5269 0.7340
N -0.0109 0.2425 -2.1547
C -0.8334 0.4233 -3.2366
C -0.8369 1.7380 -3.5609
N -0.0136 2.3994 -2.6876
C 0.4340 1.4801 -1.8119
S 1.2506 1.7755 -0.3375
C 0.2710 3.8543 -2.7765
C 0.4391 4.2086 -4.2579
C 1.5525 4.2384 -2.0432
C -0.9082 4.6086 -2.1639
C 2.1978 -1.1420 0.2390
S 0.9283 -1.2489 1.3907
H 4.1689 -1.1069 3.8351
H 2.8689 -2.0070 3.0778
H 2.8818 -0.2363 3.0136
H 5.8256 -2.4582 2.5844
H 5.8386 -2.5000 0.8278
H 4.5690 -3.3436 1.7217
H 5.8657 0.0438 2.6082
H 4.6856 0.9756 1.6755
H 5.9461 0.0541 0.8553
H 5.2202 -1.0237 -0.8443
H 3.3046 -0.9056 -2.7589
H 1.0640 -1.4397 -3.0722
H 1.2215 -3.7725 -2.2223
H -0.4759 -5.5383 -1.0861
H -2.5764 -6.3097 -0.9617
H -3.5224 -5.0079 -1.6695
H -4.1474 -5.9045 -0.2810
H -1.1214 -5.7908 1.1145
H -2.6701 -5.7488 1.9518
H -1.5559 -4.3943 2.1040
H -4.1931 -3.0026 -0.0774
H -3.2883 -2.8043 1.4357
H -4.4448 -4.1118 1.2618
H -1.3217 -0.4048 -3.7079
H -1.3734 2.2369 -4.3390
H 1.1692 3.5507 -4.7234
H 0.7923 5.2322 -4.3521
H -0.4956 4.1415 -4.8057
H 2.3789 3.5830 -2.3011
H 1.4237 4.2267 -0.9662
H 1.8182 5.2527 -2.3273
H -1.8373 4.3445 -2.6603
H -0.7506 5.6789 -2.2625
H -0.9935 4.3667 -1.1075
Se -2.1566 1.7395 2.1215
C -1.5346 2.2769 3.8473
C -0.3337 2.9544 4.0291
C -0.0577 3.4512 5.2973
N -0.8877 3.2858 6.2996
C -2.0088 2.6210 6.1560
C -2.3897 2.0921 4.9294
H 0.3484 3.1136 3.2054
H 0.8375 4.0172 5.5097
H -2.6328 2.5293 7.0335
H -3.3258 1.5670 4.8069
N -3.8409 1.3194 -2.0873
C -3.3800 2.1742 -1.1493
N -4.1805 3.2111 -0.8417
O -2.2533 2.0573 -0.6456
H -4.7975 1.3656 -2.3934
H -3.3545 0.4457 -2.2113
H -5.0986 3.3092 -1.2365
H -3.8648 3.9181 -0.2006
*
```

Here are the Löwdin charges for atoms 1 to 6, given in e: 0.5331, -0.0802, -0.5385, -0.0086, -0.0142, 0.0262

=====

ORCA calculation (ωB97M-V/def2-TZVPD) on a molecular structure, C2H2FO2Pt.

ΔE to the lowest compared entry with this formula, charge and spin (eV): 2.425
Max |F| (eV/A): 6.2
LUMO energy (alpha / beta) (eV): -5.81 / -8.19
HOMO-LUMO gap (alpha / beta) (eV): 8.74 / 7.36

Structure (ORCA input):
```
! wB97M-V def2-TZVPD RIJCOSX def2/J DEFGRID3
* xyz 1 3
F 1.4828 0.5359 -1.4196
C 0.6596 0.3498 -0.4038
C 0.8792 0.2096 0.8741
H 1.8917 0.3411 1.2557
O -0.5247 -0.3180 -1.0877
O -1.6228 -0.4635 -0.2101
H -2.1869 0.3033 -0.3902
Pt -0.5790 -0.9582 1.3817
*
```

Here are the Löwdin charges for atoms 1 to 6, given in e: 0.1982, -0.3093, -0.1305, 0.0949, -0.0442, -0.1675

=====

ORCA calculation (ωB97M-V/def2-TZVPD) on a molecular structure, C17H31Cl3O2P2Tc.

ΔE to the lowest compared entry with this formula, charge and spin (eV): 0.348
Max |F| (eV/A): 5.8
LUMO energy (alpha / beta) (eV): -8.82 / -9.54
HOMO-LUMO gap (alpha / beta) (eV): 6.60 / 5.71

Structure (ORCA input):
```
! wB97M-V def2-TZVPD RIJCOSX def2/J DEFGRID3
* xyz 2 4
P 2.3897 -0.3859 -2.4161
P 2.5265 -2.0426 0.1840
C 4.0396 -1.2231 -2.0472
C 3.8445 -2.4164 -1.1129
H 4.7031 -0.4646 -1.5981
H 4.4707 -1.5531 -3.0047
H 3.5162 -3.3123 -1.6672
H 4.7819 -2.6471 -0.5839
C 3.7075 -1.4487 1.4729
H 3.1776 -1.3959 2.4318
H 4.0836 -0.4497 1.2164
H 4.5459 -2.1548 1.5463
C 2.3535 -3.7747 0.7684
H 3.3423 -4.1922 0.9992
H 1.8670 -4.3720 -0.0126
H 1.7239 -3.7755 1.6663
C 3.1111 1.1126 -3.1944
H 2.2957 1.6895 -3.6474
H 3.8407 0.8220 -3.9614
H 3.5981 1.7224 -2.4235
C 2.0559 -1.3387 -3.9615
H 1.7623 -2.3682 -3.7201
H 2.9607 -1.3449 -4.5837
H 1.2350 -0.8497 -4.4994
Tc -2.9432 1.3711 0.9667
C -1.9604 -0.5477 1.3319
C -1.2009 0.5092 1.9089
C 0.0749 1.0668 1.3146
C -0.1248 2.2105 0.3105
C -1.5040 2.2480 -0.2908
C -2.0965 1.1216 -0.9444
C -1.3905 -0.2029 -1.1166
C -1.6215 -1.2057 0.0271
C -4.2775 2.6184 -0.0747
H -2.4476 -1.2216 2.0379
H -1.1941 0.5322 3.0066
H 0.6722 0.2724 0.8474
H 0.6848 1.4407 2.1444
H 0.0517 3.1696 0.8181
H 0.6528 2.1534 -0.4616
H -1.7987 3.2395 -0.6590
H -2.7732 1.3653 -1.7724
H -0.3136 -0.0562 -1.2419
H -1.7343 -0.6586 -2.0475
H -2.4561 -1.8725 -0.2413
H -0.7501 -1.8676 0.1094
H -5.3104 2.2260 -0.0177
H -4.0533 2.8290 -1.1318
H -4.3118 3.5886 0.4552
Cl -6.0699 3.2797 4.1806
C -5.1691 1.7487 4.3647
Cl -3.9909 1.8600 5.6973
Cl -6.2448 0.3574 4.5422
C -4.3451 1.5649 3.0546
O -3.3963 2.3804 2.8117
O -4.5905 0.6430 2.2183
*
```

Here are the Löwdin charges for atoms 1 to 6, given in e: 0.9364, 0.9263, -0.4072, -0.4077, 0.0914, 0.0963

=====

ORCA calculation (ωB97M-V/def2-TZVPD) on 5 unconnected molecules or ions with the total composition C24H54BrO10.

Max |F| (eV/A): 0.5
LUMO energy (eV): 1.78
HOMO-LUMO gap (eV): 3.47

Structure (ORCA input):
```
! wB97M-V def2-TZVPD RIJCOSX def2/J DEFGRID3
* xyz -1 1
C -0.6768 0.7137 -3.9868
O -1.2210 1.8421 -4.6311
C -2.4575 2.2728 -4.0764
C -3.0123 3.4111 -4.9049
C -4.5140 3.6436 -4.6817
C -5.0135 3.5175 -3.2132
C -5.9881 2.3825 -2.8770
C -7.2916 2.5288 -3.6960
C -7.7717 1.2527 -4.2729
O -8.7301 0.6230 -3.9864
Br -6.5698 0.4452 -5.6660
H -0.4900 -0.0775 -4.7152
H 0.2791 0.9643 -3.5196
H -1.3421 0.3328 -3.2119
H -2.2999 2.5933 -3.0427
H -3.1826 1.4529 -4.0588
H -2.8404 3.1453 -5.9513
H -2.4430 4.3276 -4.7362
H -4.7428 4.6484 -5.0518
H -5.0712 2.9567 -5.3164
H -4.1715 3.4138 -2.5291
H -5.4887 4.4668 -2.9428
H -5.5020 1.4489 -3.1853
H -7.2073 3.2489 -4.5211
H -8.1299 2.8357 -3.0680
C 0.3333 1.2342 -0.3617
O -0.1075 -0.0987 -0.5454
C 0.8624 -1.0705 -0.2060
C 0.6137 -1.6640 1.1629
O 0.7503 -0.7039 2.1985
C -0.4864 -0.1779 2.6493
H -0.5430 1.8791 -0.3934
H 0.8358 1.3635 0.5998
H 1.0136 1.5277 -1.1689
H 1.8701 -0.6437 -0.2548
H 0.8004 -1.8721 -0.9487
H 1.3557 -2.4476 1.3456
H -0.3766 -2.1279 1.1972
H -1.0118 -0.9070 3.2758
H -1.1306 0.1084 1.8161
H -0.2665 0.7051 3.2470
C 4.9224 -4.4438 3.8289
O 6.1588 -3.9923 3.3044
C 6.3802 -4.3835 1.9598
C 6.0645 -3.2746 0.9803
O 4.6924 -2.9311 0.9884
C 4.3929 -1.7751 1.7534
H 4.7363 -3.8908 4.7480
H 4.0998 -4.2624 3.1348
H 4.9683 -5.5139 4.0623
H 5.7902 -5.2738 1.7194
H 7.4397 -4.6451 1.8651
H 6.3116 -3.6187 -0.0290
H 6.6814 -2.3967 1.1984
H 4.6919 -0.8696 1.2143
H 4.8863 -1.7934 2.7275
H 3.3170 -1.7529 1.9052
C -6.4150 7.7376 -2.9785
O -6.8089 6.7840 -2.0154
C -6.2680 7.0004 -0.7283
C -7.2687 7.6386 0.2081
O -7.6433 8.9471 -0.2023
C -8.8638 8.9823 -0.9151
H -7.0599 7.6082 -3.8465
H -6.5196 8.7607 -2.6061
H -5.3770 7.5694 -3.2873
H -5.3620 7.6132 -0.7882
H -5.9882 6.0214 -0.3275
H -6.8191 7.7254 1.2020
H -8.1535 7.0001 0.2915
H -9.7152 8.8554 -0.2360
H -8.9036 8.2094 -1.6855
H -8.9374 9.9601 -1.3900
C 8.2290 -8.4899 2.6845
O 7.3617 -8.7331 3.7756
C 8.0260 -9.1639 4.9511
C 8.2421 -8.0336 5.9335
O 9.1164 -7.0419 5.4274
C 8.4421 -5.9222 4.8774
H 7.6615 -7.9430 1.9329
H 9.0930 -7.8914 2.9806
H 8.5763 -9.4323 2.2465
H 8.9848 -9.6293 4.7006
H 7.3946 -9.9237 5.4220
H 8.6976 -8.4395 6.8421
H 7.2787 -7.5912 6.2076
H 8.0421 -5.2839 5.6717
H 7.6250 -6.2239 4.2196
H 9.1649 -5.3485 4.3001
*
```

Here are the Löwdin charges for atoms 1 to 6, given in e: -0.1210, -0.1918, -0.2483, -0.1884, -0.2200, -0.3032

=====

ORCA calculation (ωB97M-V/def2-TZVPD) on a single C3H6N4O molecule.

ΔE to the lowest compared entry with this formula, charge and spin (eV): 4.414
Max |F| (eV/A): 4.0
LUMO energy (eV): 0.36
HOMO-LUMO gap (eV): 9.15

Structure (ORCA input):
```
! wB97M-V def2-TZVPD RIJCOSX def2/J DEFGRID3
* xyz 0 1
H -0.4636 -0.5975 3.0103
N -0.6896 0.4337 2.7650
C -0.3784 0.5747 1.5574
N -0.4066 1.7858 0.9020
C -0.2329 1.5927 -0.3679
N -0.0381 0.3017 -0.6330
C 0.5985 -0.4084 -1.7588
N 0.3536 -0.4071 0.6988
O -0.4606 -1.5699 0.7600
H -0.3687 2.3151 -1.1441
H -0.2624 -1.0861 -2.1456
H 0.8101 0.2898 -2.5138
H 1.4714 -0.9372 -1.4538
H 0.0672 -2.2874 0.3234
*
```

Here are the Löwdin charges for atoms 1 to 6, given in e: 0.0878, 0.1514, -0.4966, 0.0971, -0.1560, -0.1064

=====

ORCA calculation (ωB97M-V/def2-TZVPD) on 11 unconnected molecules or ions with the total composition C41H100Cl2N6O18.

Max |F| (eV/A): 2.0
LUMO energy (eV): 0.06
HOMO-LUMO gap (eV): 8.85

Structure (ORCA input):
```
! wB97M-V def2-TZVPD RIJCOSX def2/J DEFGRID3
* xyz 0 1
C 2.4499 0.8211 -3.1360
O 3.2165 1.5787 -2.2152
C 3.2686 2.9432 -2.5643
C 4.3587 3.5857 -1.7602
C 4.2622 5.1046 -1.8457
N 5.6573 3.1522 -2.2949
H 1.5134 1.3205 -3.3997
H 2.2308 -0.1371 -2.6712
H 3.0549 0.6663 -4.0368
H 3.5150 3.0692 -3.6256
H 2.3088 3.4041 -2.2949
H 4.2080 3.2588 -0.7176
H 3.3514 5.4598 -1.3531
H 4.1704 5.4259 -2.8860
H 5.1474 5.5539 -1.3995
H 5.6448 2.1417 -2.4324
H 6.3735 3.3074 -1.5902
C 3.2338 0.7424 3.5201
O 4.2773 0.2101 2.7600
C 4.0722 0.4200 1.3785
C 5.2073 -0.1971 0.5879
C 6.4684 0.6706 0.6386
N 4.8257 -0.4708 -0.8245
H 3.5554 0.7440 4.5579
H 2.3282 0.1346 3.3908
H 3.0025 1.7715 3.2174
H 3.1163 -0.0278 1.0646
H 4.0489 1.5013 1.1605
H 5.5057 -1.1837 0.9635
H 6.3222 1.4891 -0.0839
H 7.3483 0.1436 0.2768
H 6.6229 1.1249 1.6164
H 4.0270 -1.1106 -0.7297
H 4.3788 0.3764 -1.2065
C -0.0753 -1.4925 2.1031
O 0.1319 -1.0980 0.7797
C -0.7764 -0.1052 0.3267
C -0.3010 0.5468 -0.9639
C -1.2520 1.7327 -1.2177
N -0.4670 -0.3914 -2.0945
H -0.8266 -2.2965 2.1241
H -0.4923 -0.6747 2.7002
H 0.8548 -1.8545 2.5327
H -1.7951 -0.5031 0.1947
H -0.8341 0.6839 1.0993
H 0.7227 0.9169 -0.9047
H -0.8920 2.2717 -2.0971
H -1.1674 2.4426 -0.3874
H -2.2873 1.4243 -1.3219
H 0.0470 -1.2505 -1.9395
H -1.4523 -0.5997 -2.2413
C -1.9417 -0.6661 -5.6154
O -3.0506 0.1919 -5.5177
C -2.6672 1.5367 -5.3443
C -3.8894 2.2870 -4.8043
C -3.5472 3.7128 -4.4677
N -4.3192 1.6253 -3.5566
H -1.1867 -0.4921 -4.8374
H -1.4236 -0.5150 -6.5775
H -2.2918 -1.6933 -5.5525
H -1.9049 1.6246 -4.5526
H -2.2924 1.9198 -6.3043
H -4.6888 2.2390 -5.5463
H -3.1700 4.3075 -5.3121
H -2.6999 3.7763 -3.7700
H -4.3674 4.2930 -4.0518
H -3.5854 1.6918 -2.8564
H -4.3392 0.6315 -3.7760
C -0.1047 -6.5426 -0.9543
O 0.4659 -5.4437 -1.6196
C 0.9750 -4.4752 -0.7351
C 1.7890 -3.4452 -1.5002
C 2.9207 -4.0420 -2.3106
N 2.2923 -2.3893 -0.6013
H -0.6160 -7.1702 -1.6758
H -0.8090 -6.1681 -0.1986
H 0.6835 -7.1310 -0.4687
H 0.1944 -4.0038 -0.1114
H 1.6758 -4.9563 -0.0153
H 1.1192 -2.9641 -2.2291
H 2.4909 -4.7681 -3.0030
H 3.7058 -4.5071 -1.7075
H 3.4309 -3.2779 -2.8984
H 1.4859 -1.9418 -0.1382
H 2.7384 -2.8853 0.1798
C -5.2680 -1.7101 5.3438
O -4.9505 -0.3677 5.1478
C -3.8695 -0.2125 4.2500
C -3.8394 1.2305 3.8145
C -2.8286 1.4502 2.7206
N -3.5967 2.1536 4.9036
H -6.0060 -1.8018 6.1353
H -4.3807 -2.3190 5.5702
H -5.7110 -2.1629 4.4375
H -2.9526 -0.4624 4.8033
H -3.9946 -0.8778 3.3818
H -4.8400 1.4628 3.4339
H -2.9211 0.6967 1.9335
H -1.8128 1.4348 3.1349
H -2.8976 2.4137 2.2134
H -2.6567 2.1427 5.2849
H -4.2358 1.9350 5.6606
C 0.2542 4.3342 8.9811
C 0.1352 4.8072 7.5503
O 0.5421 3.8367 6.5830
C -0.2048 2.7628 6.4677
O -1.2102 2.5440 7.0868
O 0.3805 1.9534 5.5631
C -0.1177 0.6278 5.5181
H -0.3539 3.4445 9.1295
H -0.1343 5.1316 9.6184
H 1.2814 4.1527 9.2922
H 0.8080 5.6487 7.4046
H -0.8884 5.1290 7.3552
H 0.1132 0.1185 6.4505
H 0.3487 0.1479 4.6630
H -1.1898 0.6015 5.3420
C -0.9234 -8.8798 2.2763
C 0.1150 -8.8619 1.1804
O 1.4464 -8.8247 1.7067
C 1.9378 -7.7094 2.2216
O 2.9974 -7.6525 2.7673
O 1.1216 -6.6777 2.0387
C 1.5383 -5.4309 2.5461
H -0.7847 -8.0821 3.0031
H -0.9342 -9.8386 2.7946
H -1.9248 -8.7437 1.8566
H -0.0646 -8.0549 0.4723
H 0.0584 -9.7983 0.6306
H 2.5209 -5.1701 2.1328
H 1.7005 -5.4813 3.6241
H 0.8428 -4.6552 2.2535
C 4.2302 8.3852 -4.7905
C 2.7636 8.0851 -4.8527
O 2.5964 6.6628 -4.7197
C 1.3544 6.2029 -4.7637
O 0.3686 6.8632 -4.6551
O 1.4046 4.8939 -4.9429
C 0.2393 4.0906 -4.9014
H 4.3639 9.4696 -4.8447
H 4.7546 8.0633 -5.6945
H 4.6800 7.9538 -3.9031
H 2.2836 8.3884 -5.7858
H 2.2352 8.6042 -4.0490
H 0.3323 3.3876 -4.0723
H 0.1433 3.5688 -5.8465
H -0.6286 4.7102 -4.6711
C -4.9754 0.1440 -0.1328
C -5.6910 -0.6273 -1.2387
O -5.0557 -1.9058 -1.4375
C -3.9007 -1.9360 -2.0991
O -3.3327 -0.9973 -2.5840
O -3.4049 -3.1539 -2.0086
C -2.0071 -3.2841 -2.2795
H -5.5854 0.9688 0.2357
H -4.1376 0.6821 -0.5877
H -4.5707 -0.5188 0.6296
H -5.7179 0.0033 -2.1269
H -6.7151 -0.8532 -0.9530
H -1.3260 -2.5992 -1.7709
H -1.8074 -3.0822 -3.3424
H -1.7805 -4.3227 -2.0778
Cl -4.7899 -5.4133 0.2855
C -3.8786 -4.1716 1.1175
Cl -2.1266 -4.4153 0.9689
H -4.1158 -3.1927 0.7154
H -4.1351 -4.1459 2.1717
*
```

Here are the Löwdin charges for atoms 1 to 6, given in e: -0.0895, -0.2390, -0.2213, -0.4495, -0.0571, 0.0513

=====

ORCA calculation (ωB97M-V/def2-TZVPD) on a single C3H5N3OS molecule.

ΔE to the lowest compared entry with this formula, charge and spin (eV): 2.998
Max |F| (eV/A): 5.0
LUMO energy (eV): 0.20
HOMO-LUMO gap (eV): 8.28

Structure (ORCA input):
```
! wB97M-V def2-TZVPD RIJCOSX def2/J DEFGRID3
* xyz 0 1
N 2.3782 -0.7164 0.9290
C 1.1824 -0.1818 0.8908
N 0.5492 0.5307 1.8203
N -0.6573 0.8312 1.1806
C -0.6563 0.5045 -0.1229
S -2.0089 0.2744 -1.2406
C 0.5594 -0.0567 -0.3789
O 0.9246 -0.9950 -1.3140
H 2.5487 -1.4100 0.1911
H 2.9715 -0.4734 1.7251
H -1.0390 1.7895 1.5758
H -2.2112 -1.2591 -1.0115
H 0.0709 -1.1934 -1.9629
*
```

Here are the Löwdin charges for atoms 1 to 6, given in e: 0.1362, -0.4245, 0.0909, -0.0772, -0.6864, 0.7312

=====

ORCA calculation (ωB97M-V/def2-TZVPD) on a single C10H12INOS molecule.

ΔE to the lowest compared entry with this formula, charge and spin (eV): 1.097
Max |F| (eV/A): 4.9
LUMO energy (eV): 0.19
HOMO-LUMO gap (eV): 7.99

Structure (ORCA input):
```
! wB97M-V def2-TZVPD RIJCOSX def2/J DEFGRID3
* xyz 0 1
N -0.1480 -2.0349 1.6275
S 0.2425 -1.3475 0.1997
O 1.5420 -0.8882 0.4403
C -1.0005 0.1845 0.4357
C -0.1644 1.3925 0.4486
C 0.1929 1.8355 -0.8293
C 1.0404 3.0209 -0.7840
C 1.4916 3.5800 0.3641
C 1.2174 2.9674 1.5291
C 0.4066 1.8323 1.6185
I -0.3282 1.0184 3.4474
C 0.0768 -2.7394 -0.8829
C -0.3727 -2.4962 -2.2746
C -1.3791 -3.0290 -1.3594
H 0.5796 -2.4280 2.2730
H -1.0261 -2.6034 1.5734
H -1.7845 0.0745 -0.3376
H -1.3507 -0.1300 1.3807
H -0.0382 1.2110 -1.6638
H 1.2772 3.5370 -1.7656
H 1.9471 4.5099 0.2589
H 1.8165 3.3809 2.4018
H -0.5884 -1.4509 -2.6000
H 0.0323 -2.9602 -3.2394
H -1.5548 -4.1008 -1.2688
H -2.1275 -2.3363 -0.9931
*
```

Here are the Löwdin charges for atoms 1 to 6, given in e: -0.1748, 0.7561, -0.3282, -0.2062, -0.3945, 0.0070